(1)
Formula: C22H65Cl3HgO26P5
Source: the OMol25 dataset
Level of theory: ωB97M-V/def2-TZVPD

XYZ file:
```
122
Properties=species:S:1:pos:R:3:forces:R:3:lowdin_charge:R:1
Hg 0.16848 -1.76444 0.27181 -0.876 1.587 0.590 1.08
Cl 0.23947 0.85514 0.24362 0.057 -0.291 0.063 -0.05
C 4.52981 -0.35171 0.98578 -0.309 0.441 1.656 -0.08
O 4.76595 -1.11614 -0.17105 -1.916 -1.017 -1.617 -0.20
P 3.58052 -1.87551 -0.95923 2.447 -0.361 -2.028 0.51
O 2.18916 -1.75909 -0.50248 1.314 -0.434 -0.081 -0.33
O 3.79497 -1.31043 -2.45088 0.334 -0.102 1.930 -0.21
C 3.38013 -2.01674 -3.60462 -0.182 0.388 -1.064 -0.09
O 4.10860 -3.40691 -1.11985 -1.631 0.972 0.257 -0.23
C 5.50169 -3.65489 -1.12513 1.192 0.287 1.713 -0.09
H 4.89303 0.66903 0.86642 0.174 -0.218 -0.159 0.11
H 5.01821 -0.86952 1.81127 0.293 0.304 -0.007 0.08
H 3.48355 -0.29742 1.28660 -0.227 -0.056 -0.421 0.07
H 2.71982 -2.86150 -3.40851 -0.130 0.211 0.093 0.09
H 4.21948 -2.36117 -4.20874 0.347 -0.178 0.477 0.10
H 2.93362 -1.24205 -4.22797 -0.576 -0.307 -0.035 0.09
H 5.89279 -2.98414 -0.36012 0.663 0.282 -0.553 0.08
H 6.01103 -3.54622 -2.08265 -0.388 0.080 -0.031 0.10
H 5.74535 -4.60203 -0.64381 -0.597 -0.479 -0.618 0.09
C -3.85538 0.51402 -1.78711 0.449 0.735 -1.052 -0.09
O -4.37122 -0.76525 -1.53338 0.421 -2.619 2.084 -0.20
P -3.62498 -1.81937 -0.54938 -0.479 -1.165 -0.228 0.53
O -2.23921 -1.49040 -0.02048 -2.432 -0.401 -0.863 -0.34
O -4.74921 -2.21750 0.57559 1.461 0.381 0.779 -0.22
C -4.28648 -2.78033 1.89056 -0.352 -0.374 -0.736 -0.06
O -3.63433 -3.13292 -1.49953 -0.789 0.517 0.633 -0.24
C -3.96314 -4.49082 -1.08063 1.984 -0.383 -0.260 -0.05
H -4.05199 1.20289 -0.96559 0.448 -0.057 0.009 0.10
H -4.36873 0.87798 -2.67711 -0.214 0.017 0.147 0.10
H -2.82224 0.37246 -2.10442 0.273 0.639 0.561 0.08
H -3.24890 -3.09148 1.76929 0.019 0.416 0.473 0.07
H -4.86467 -3.65341 2.19309 -0.271 -0.371 -1.080 0.08
H -4.51750 -2.18133 2.77143 0.584 1.060 -0.596 0.08
H -4.02888 -4.61411 0.00038 -0.405 0.226 -0.199 0.07
H -3.08178 -5.04420 -1.40478 0.334 -0.102 0.343 0.08
H -4.71059 -5.05532 -1.63810 -0.837 1.184 0.065 0.10
C -4.54645 6.33480 -3.61204 -1.724 -0.054 -1.250 -0.12
O -3.18785 6.24843 -3.30549 0.861 -0.719 0.422 -0.20
P -2.16242 5.32488 -4.09831 0.966 -1.646 1.341 0.53
O -1.87578 5.66732 -5.51405 -0.180 -0.595 1.947 -0.23
O -0.89530 5.37474 -3.03570 -1.024 0.840 -2.684 -0.21
C -0.95434 4.71558 -1.81302 -0.383 -0.655 1.508 -0.15
O -2.75562 3.77027 -3.78804 0.104 2.557 -0.722 -0.25
C -1.98572 2.63030 -4.14230 -0.132 -0.394 0.212 -0.12
H -5.13118 6.94784 -2.92620 0.767 0.333 0.215 0.09
H -5.08723 5.38841 -3.61126 0.479 -0.453 0.098 0.09
H -4.65670 6.72897 -4.62229 -0.107 0.225 0.008 0.09
H -0.41770 5.23389 -1.01836 0.211 0.502 -0.473 0.06
H -0.49603 3.72793 -1.86396 -0.105 -0.149 -0.229 0.07
H -1.97311 4.64642 -1.43166 -0.148 -0.220 -0.151 0.09
H -1.60332 2.20121 -3.21615 0.586 0.144 -0.073 0.07
H -1.20765 2.85157 -4.87287 0.088 -0.018 0.194 0.09
H -2.64068 1.85370 -4.53730 -0.236 0.238 -0.352 0.08
C -2.68033 0.78381 2.74820 -3.027 0.038 -0.349 -0.14
O -1.69475 0.59876 3.69821 2.710 -2.524 0.134 -0.22
P -0.91370 -0.84984 3.69413 0.619 3.275 4.719 0.49
O -0.79803 -1.52462 2.42395 -0.208 -1.347 -1.328 -0.30
O 0.51032 -0.41114 4.41159 -1.923 -0.514 -0.311 -0.22
C 1.15766 0.76430 3.86379 0.790 -0.638 -1.029 -0.09
O -1.73214 -1.59258 4.89754 1.310 -0.640 -0.115 -0.21
C -1.25091 -2.90819 5.45188 0.137 -0.005 -2.330 -0.03
H -3.22110 1.65132 3.12648 -0.010 0.234 -0.627 0.09
H -3.40334 -0.02921 2.81400 -0.250 -0.229 0.152 0.07
H -2.47781 0.81304 1.67758 1.109 0.445 0.198 0.07
H 1.99238 1.16927 4.43593 -0.755 -0.152 1.213 0.09
H 0.39486 1.50110 3.61211 0.508 0.057 -0.138 0.07
H 1.75273 0.39017 3.03072 -0.623 0.310 -0.814 0.05
H -0.87002 -3.00597 6.46847 -0.297 1.199 0.044 0.10
H -0.46548 -3.21874 4.76287 0.133 0.015 0.355 0.03
H -2.02518 -3.65897 5.29400 -0.366 0.399 0.183 0.09
C 5.03151 -2.97050 4.22749 2.067 -0.795 1.069 -0.12
O 3.91766 -2.41270 3.62392 -2.428 -0.868 -1.927 -0.20
P 2.93509 -3.41902 2.84428 -0.864 -0.421 -0.805 0.56
O 1.82756 -2.66413 2.13421 2.021 -1.648 1.134 -0.31
O 3.93437 -4.39852 1.94059 -1.201 2.593 0.685 -0.25
C 3.35752 -5.52663 1.26529 0.266 -0.873 1.471 -0.08
O 2.39725 -4.49104 3.94569 3.039 1.280 -0.980 -0.21
C 1.10636 -4.98518 3.94951 -1.303 0.421 0.451 -0.13
H 5.54059 -3.67224 3.56682 0.027 0.045 -0.046 0.09
H 4.76401 -3.50828 5.13708 -0.037 0.117 0.086 0.10
H 5.72898 -2.16678 4.46342 -0.153 -0.015 0.069 0.10
H 4.20863 -6.17775 1.06586 -0.103 0.235 -0.713 0.10
H 2.70050 -5.31711 0.42118 0.382 0.300 0.015 0.10
H 2.83942 -6.08340 2.04612 -0.528 -0.137 -0.227 0.07
H 0.58976 -4.31017 3.26718 -1.007 -0.531 0.158 0.07
H 0.79765 -4.88474 4.99005 -0.548 -0.005 -0.174 0.09
H 1.00181 -6.04026 3.69659 0.396 0.048 -0.386 0.10
C -2.02827 4.21852 4.25094 0.319 -0.344 -1.716 -0.19
C -1.82377 4.29272 2.67887 -0.947 -0.403 0.825 -0.25
O -1.88521 5.61331 2.23072 0.310 0.809 0.230 -0.06
O -3.37367 4.68520 4.59690 1.626 -0.472 -0.792 -0.06
H -1.19942 4.78787 4.67160 -0.413 0.705 0.294 0.11
H -1.75865 3.20037 4.53160 -0.820 -0.363 0.285 0.09
H -2.62075 3.80101 2.12105 -0.254 -0.769 0.450 0.11
H -0.90047 3.83614 2.32225 0.261 0.030 0.489 0.10
H -2.65529 5.92266 2.71329 -0.222 0.803 -0.210 0.08
H -3.64941 4.34999 5.45317 0.243 -0.053 0.084 0.08
C 2.21730 1.70077 -3.19731 -0.124 0.309 -1.901 -0.17
C 2.04921 2.47790 -4.56074 0.392 -1.660 1.583 -0.26
O 1.47153 3.66048 -4.24976 -1.267 2.747 0.742 -0.07
O 1.05496 0.91677 -2.88914 0.491 0.044 -0.685 -0.13
H 2.45067 2.48951 -2.48210 -0.265 -0.218 0.371 0.12
H 3.09569 1.06884 -3.32850 -0.054 -0.334 0.334 0.09
H 1.33496 2.00423 -5.23422 0.743 -1.028 -0.425 0.12
H 3.05597 2.69626 -4.91691 0.173 -0.697 -0.641 0.12
H 1.38480 4.16941 -5.05912 -0.220 0.373 0.083 0.10
H 0.75436 1.05222 -1.98754 0.028 0.423 0.737 -0.06
C -0.88869 -1.42066 -4.51367 0.069 0.773 -0.176 -0.22
C -0.69992 -2.21370 -3.20627 -0.782 0.171 1.196 -0.15
O -0.09510 -1.44184 -2.09057 -1.044 -1.213 -1.677 -0.21
O -1.89194 -1.93155 -5.39769 0.268 0.094 0.857 -0.04
H -0.01244 -1.09400 -5.07365 0.592 -0.814 0.011 0.12
H -1.22995 -0.43275 -4.20438 -0.519 -0.032 0.256 0.10
H -0.24634 -3.20464 -3.18667 0.504 0.100 -0.751 0.12
H -1.72190 -2.41088 -2.88259 -0.096 0.035 0.056 0.09
H 0.50729 -0.81138 -2.49213 0.691 0.715 -0.045 0.02
H -1.57987 -2.69718 -5.88556 0.249 -0.034 0.038 0.09
C 1.58690 5.11083 1.05794 0.364 -0.422 -0.576 -1.01
Cl 2.42853 5.33012 -0.51592 0.055 0.075 0.489 0.51
Cl 2.67922 4.92993 2.44809 -0.001 0.199 -0.168 0.50
H 0.94649 5.98136 1.19988 -0.033 -0.414 0.118 0.03
H 1.11003 4.13664 0.95008 -0.408 0.447 0.142 -0.01
```
Forces are in eV/Å.

* charge: +1
* LUMO energy: -3.353 eV
* HOMO level: -11.69 eV
* calculated total energy: -6074.322102 a.u.
* orbital gap: 8.34 eV

=====

(2)
Formula: C22H65ClN5O12
Source: the OMol25 dataset
Level of theory: ωB97M-V/def2-TZVPD

XYZ file:
```
105
Properties=species:S:1:pos:R:3:forces:R:3:lowdin_charge:R:1
Cl 0.70470 -0.63687 0.39156 -0.548 -0.501 -0.301 0.61
O 1.06901 -0.42776 1.75696 0.630 -0.019 1.038 -0.35
O 1.73790 -0.15594 -0.46715 0.566 0.641 -0.628 -0.35
O 0.52524 -2.04747 0.14160 -0.107 -0.261 0.064 -0.35
O -0.52510 0.06378 0.16640 -0.597 0.253 -0.588 -0.35
O 2.20277 -2.94752 2.65346 0.634 -0.592 0.077 -0.05
H 3.08565 -2.64368 2.86428 0.194 0.114 0.059 0.06
H 1.87279 -2.30731 2.02300 -0.134 0.499 -0.357 -0.01
O 0.69665 -5.03904 1.08871 -0.209 -0.578 -0.021 -0.06
H 0.70828 -4.08199 1.10170 -0.090 0.360 0.046 -0.02
H 1.39731 -5.27934 0.48244 0.156 0.039 -0.139 0.02
C -3.34147 -0.92401 2.81877 -0.806 0.208 -0.777 -0.05
C -4.03861 -1.48721 1.57662 1.221 0.056 -1.649 -0.40
C -4.32855 -0.39151 0.48541 -1.923 0.120 1.666 -0.14
O -5.36277 0.54677 0.94949 1.267 0.086 1.086 -0.23
C -6.69652 0.06829 1.03245 0.567 0.858 -1.756 -0.13
N -3.04678 -2.39362 0.96173 -0.535 -0.135 0.108 0.05
H -3.12190 -1.73053 3.51834 -0.039 0.144 -0.077 0.06
H -3.95037 -0.12945 3.25006 0.103 -0.001 0.283 0.08
H -2.40998 -0.50130 2.44227 0.172 0.138 0.308 0.07
H -4.92322 -2.08074 1.80745 -0.149 0.164 0.084 0.12
H -4.70803 -0.72521 -0.48038 0.124 -0.917 -0.023 0.10
H -3.39628 0.13032 0.26938 -0.131 0.471 0.350 0.11
H -6.92929 -0.87834 1.52011 0.498 -0.036 0.235 0.08
H -6.95655 0.03024 -0.02541 -0.868 -0.662 -0.194 0.07
H -7.30356 0.88080 1.43173 0.135 -0.110 0.376 0.08
H -2.24587 -1.82399 0.72900 0.569 0.008 0.170 0.04
H -3.37851 -2.68641 0.05380 -0.141 -0.307 -0.050 0.03
C 1.10341 -1.73696 5.62934 -0.894 0.570 1.066 -0.05
C -0.24402 -2.35130 5.24307 0.019 -1.446 0.968 -0.44
C -1.50789 -1.75657 5.94208 1.991 -0.678 -0.020 -0.16
O -1.35673 -2.13224 7.34365 -1.251 0.378 -1.290 -0.19
C -2.44833 -1.61786 8.07581 0.788 1.008 0.587 -0.14
N -0.29193 -2.45570 3.82763 -1.451 1.080 -1.192 0.06
H 1.89009 -2.43495 5.34287 0.057 0.204 0.211 0.07
H 1.09421 -1.48702 6.69025 0.452 -0.388 0.290 0.06
H 1.24873 -0.77168 5.14435 0.015 -0.040 -0.443 0.08
H -0.26267 -3.39241 5.56532 0.252 -0.152 0.571 0.13
H -2.46602 -2.12354 5.57408 0.172 -0.265 -0.223 0.11
H -1.45408 -0.68367 5.75742 -0.311 0.485 0.574 0.12
H -3.48042 -1.87747 7.84026 0.088 -0.975 -0.536 0.08
H -2.45287 -0.53817 7.92628 0.054 0.422 0.366 0.08
H -2.24431 -1.84338 9.12252 -0.172 0.045 0.020 0.08
H -0.43761 -1.50212 3.52834 -0.353 0.333 -0.718 0.05
H 0.63814 -2.61436 3.46721 0.031 -0.550 0.291 0.01
C 0.64352 -2.99156 -5.48907 0.752 0.123 0.754 -0.06
C 1.67798 -3.13368 -4.29705 -1.309 0.393 -1.933 -0.40
C 1.94794 -1.75142 -3.66012 0.884 -0.867 0.233 -0.21
O 2.45418 -0.78935 -4.56523 -0.356 0.734 -0.063 -0.19
C 3.04508 0.36535 -3.90895 0.725 -1.330 -0.357 -0.08
N 1.10500 -4.09051 -3.34997 0.438 0.436 0.182 0.04
H 0.31758 -3.94341 -5.90842 0.476 -0.363 0.006 0.06
H 1.05480 -2.38929 -6.29914 -0.315 0.262 0.076 0.07
H -0.27629 -2.60473 -5.05042 0.000 0.629 -0.223 0.05
H 2.57809 -3.59224 -4.70650 0.319 0.341 0.079 0.13
H 2.71863 -1.93387 -2.91123 -0.061 0.076 0.510 0.12
H 1.04871 -1.39742 -3.15597 -0.227 0.120 0.096 0.12
H 3.34073 1.08220 -4.67498 -0.650 0.026 -0.049 0.07
H 3.99749 0.03128 -3.49731 0.194 -0.119 0.383 0.08
H 2.48715 0.81049 -3.08514 -0.446 -0.096 -0.350 0.07
H 0.45332 -3.58657 -2.76563 -0.168 -0.090 0.406 0.05
H 0.55223 -4.69476 -3.94111 -0.167 -0.423 0.364 0.06
C 2.36329 4.82922 0.64799 1.299 0.083 0.243 -0.06
C 2.38276 3.31030 0.81221 -0.469 -0.386 0.099 -0.44
C 3.54978 2.72007 1.64563 -1.267 0.790 -1.116 -0.17
O 4.77268 3.20281 1.09264 0.807 0.199 0.206 -0.20
C 5.27094 2.64593 -0.13148 -0.265 -0.760 1.108 -0.09
N 1.08186 2.92290 1.32505 -0.127 0.167 1.118 0.05
H 1.45117 5.13798 0.13730 0.170 0.129 -0.042 0.06
H 3.27227 5.19087 0.16729 -0.117 -0.235 -0.932 0.06
H 2.50881 5.40916 1.55936 -0.778 -0.417 0.654 0.08
H 2.45577 2.82231 -0.15971 0.549 0.313 -0.634 0.11
H 3.41145 1.63905 1.66394 0.480 -0.351 -0.421 0.11
H 3.42873 3.00290 2.69131 0.521 0.522 -0.013 0.12
H 4.90642 1.61906 -0.15951 -0.162 -0.071 -0.681 0.09
H 6.35799 2.57041 -0.10511 0.148 0.162 0.523 0.07
H 5.08206 3.21326 -1.04283 -0.766 0.115 0.094 0.07
H 0.37505 3.40107 0.78480 -0.109 -0.175 -0.107 0.04
H 0.90237 1.93469 1.21866 0.055 -0.100 0.041 0.02
C -1.22225 4.57383 -2.72795 0.628 0.877 0.322 -0.06
C -0.03161 3.61934 -2.77124 -0.202 0.958 -1.367 -0.46
C 1.30502 4.35466 -2.99095 0.345 -1.495 -0.973 -0.13
O 2.29371 3.33052 -3.44712 0.312 1.891 0.608 -0.22
C 3.52342 3.98536 -3.88139 -1.074 -0.673 0.146 -0.10
N -0.02757 2.77356 -1.63690 0.404 -0.590 1.112 0.07
H -2.16921 4.04004 -2.80826 0.043 0.172 -0.356 0.08
H -1.05120 5.36788 -3.45482 -0.592 -0.324 -0.718 0.07
H -1.27996 5.18303 -1.82593 0.197 -0.441 0.574 0.07
H -0.20554 2.96760 -3.62745 0.289 0.324 -0.815 0.13
H 1.60311 4.92270 -2.10971 0.398 -0.404 0.312 0.11
H 1.26466 5.07563 -3.80745 -0.465 0.085 -0.161 0.11
H 4.25737 3.24407 -4.19746 -0.153 -0.308 0.419 0.07
H 3.93575 4.60742 -3.08695 0.042 0.057 0.015 0.08
H 3.34770 4.56928 -4.78485 -0.257 0.398 0.038 0.08
H 0.78742 2.18235 -1.71667 0.380 -0.282 0.383 0.06
H -0.78559 2.11848 -1.76480 -0.315 -0.164 0.472 0.08
C -2.65068 -1.08850 -3.44370 0.644 -0.958 -0.419 -0.07
C -2.11145 -2.31630 -2.64078 -0.715 2.068 -0.308 -0.28
O -3.22019 -2.88633 -1.94171 0.627 -0.284 -0.280 -0.09
H -1.81595 -0.49393 -3.81492 0.081 0.114 0.003 0.06
H -3.27806 -0.46301 -2.80868 0.077 -0.158 0.084 0.07
H -3.21322 -1.40856 -4.32073 -0.245 0.028 -0.021 0.06
H -1.38665 -1.82897 -1.98864 -0.120 -0.736 0.794 0.09
H -1.58847 -3.06945 -3.23015 -0.131 0.099 -0.204 0.09
H -3.66470 -3.40479 -2.61641 -0.308 -0.163 0.172 0.09
```
Forces are in eV/Å.

* charge: -1
* LUMO energy: 2.390 eV
* HOMO level: -5.80 eV
* calculated total energy: -2513.717788 a.u.
* orbital gap: 8.19 eV
* ΔE to the lowest compared entry with this formula, charge and spin: 0.0 kcal/mol